# 1
16
Properties=species:S:1:pos:R:3:lowdin_charge:R:1 method="wB97M-V/def2-TZVPD" e_lumo_ev=-0.1 total_energy_ha=-740.00947 multiplicity=1
C 0.25 0.60 2.34 -0.10
N 0.76 -0.05 1.11 -0.35
C 2.18 -0.21 1.32 -0.12
N 0.06 -1.31 0.87 0.06
C -0.32 -1.28 -0.39 -0.14
C -0.29 0.14 -1.06 -0.78
O 0.76 0.38 -1.83 0.07
S -1.92 0.64 -1.31 0.62
H 0.33 -0.09 3.18 0.07
H 0.81 1.52 2.43 0.06
H -0.84 1.13 2.20 0.13
H 2.55 0.86 1.17 0.11
H 2.45 -0.82 2.35 0.13
H 2.59 -0.85 0.49 0.08
H -0.68 -2.14 -0.93 0.10
H 0.79 1.17 -2.24 0.05

# 2
15
Properties=species:S:1:pos:R:3:lowdin_charge:R:1 method="wB97M-V/def2-TZVPD" total_charge=+1 e_lumo_ev=-6.0 total_energy_ha=-607.64610 multiplicity=1 smiles="CC1=C[NH+]=C=[PH2]N1"
C -0.31 1.66 1.53 -0.01
C 0.02 0.56 0.48 -0.32
C 1.21 0.03 0.20 -0.10
N 1.49 -0.96 -0.66 -0.06
C 0.72 -1.69 -1.39 -0.26
P -0.99 -1.52 -1.42 1.03
N -1.01 0.15 -0.37 -0.05
H -1.20 2.33 1.45 0.10
H -0.34 1.06 2.46 0.09
H 0.57 2.32 1.85 0.11
H 2.09 0.35 0.78 0.15
H 2.53 -1.25 -0.57 0.21
H -1.34 -0.74 -2.43 -0.03
H -1.50 -2.80 -1.87 0.01
H -1.94 0.50 -0.04 0.11

# 3
15
Properties=species:S:1:pos:R:3:lowdin_charge:R:1 method="wB97M-V/def2-TZVPD" e_lumo_ev=0.8 total_energy_ha=-664.88459 multiplicity=1
H 3.04 0.02 -0.10 0.02
N 2.23 -0.55 -0.06 0.13
C 1.12 0.09 0.00 -0.52
N 0.92 1.44 -0.05 0.14
C -0.13 -0.68 0.18 -0.37
C -1.18 -0.19 1.21 -0.39
S -2.30 0.40 -0.16 0.80
C -1.06 -0.57 -1.08 -0.43
H 1.68 1.99 -0.36 0.09
H 0.02 1.73 -0.40 0.06
H 0.23 -1.72 0.40 0.14
H -0.83 0.57 1.92 0.07
H -1.60 -0.93 1.96 0.09
H -1.44 -1.54 -1.46 0.08
H -0.70 -0.06 -2.00 0.08

# 4
15
Properties=species:S:1:pos:R:3:lowdin_charge:R:1 method="wB97M-V/def2-TZVPD" e_lumo_ev=0.6 total_energy_ha=-664.75161 multiplicity=1
C -0.49 -0.90 -0.06 -0.54
C -0.15 0.67 0.03 -0.25
C 1.19 0.71 -0.37 -0.36
C 1.93 -0.40 0.32 -0.45
H -2.52 0.81 0.38 0.23
H -3.46 -0.78 -0.71 0.13
H -0.71 1.50 -0.46 0.12
H -0.17 0.99 1.09 0.12
H 1.56 1.62 0.01 0.11
H 1.24 0.70 -1.46 0.14
H 2.80 -0.55 -0.22 0.03
H 2.04 -0.36 1.45 0.11
N -2.68 -0.62 0.13 -0.12
N -1.63 -1.43 -0.05 -0.14
S 1.03 -1.96 -0.10 0.88

# 5
15
Properties=species:S:1:pos:R:3:lowdin_charge:R:1 method="wB97M-V/def2-TZVPD" e_lumo_ev=0.4 total_energy_ha=-664.74694 multiplicity=1
C -1.40 -1.25 -0.83 -0.11
C -0.49 -0.32 -0.22 -0.57
C 1.49 0.68 -0.51 -0.38
C 1.79 2.00 -0.34 -0.08
H -2.53 -1.07 -0.77 0.10
H -1.23 -1.31 -1.87 0.06
H -1.14 -2.28 -0.42 0.10
H -0.11 1.08 1.34 0.21
H -0.75 -1.78 2.66 -0.03
H 2.14 -0.22 -0.28 0.13
H 1.24 3.12 -0.87 0.15
H 2.97 2.10 -0.01 0.08
N -0.61 -0.02 1.10 -0.40
N 0.44 0.09 -1.04 0.05
S -1.81 -0.83 2.07 0.69

# 6
15
Properties=species:S:1:pos:R:3:lowdin_charge:R:1 method="wB97M-V/def2-TZVPD" e_lumo_ev=0.8 total_energy_ha=-664.85175 multiplicity=1 smiles=CS[C@H](C)NC#N
C -0.14 -1.90 1.14 -0.41
S -0.68 -1.19 -0.37 0.89
C 0.38 0.28 -0.28 -0.62
C -0.11 1.33 0.77 -0.08
N 0.50 0.94 -1.53 0.01
C -0.24 0.35 -2.48 -0.39
N -0.87 -0.30 -3.20 0.14
H 0.85 -2.02 1.01 -0.01
H -0.72 -2.83 1.15 0.05
H -0.36 -1.34 2.01 0.03
H 1.32 -0.13 0.07 0.10
H 0.54 2.22 0.72 0.08
H -1.13 1.70 0.76 0.09
H 0.08 1.00 1.74 0.04
H 0.58 1.88 -1.51 0.10

no.,frontier orbital gap (Ha)
1,0.31994
2,0.25318
3,0.35609
4,0.31512
5,0.33124
6,0.34919